Entry 1:
Formula: CH4F2OSi
Source: OMol25
Level of theory: ωB97M-V/def2-TZVPD

Last column: natural (NBO) charge in e.
CARTESIAN COORDINATES (ANGSTROEM)
C: 0.919 0.627 -1.073  -0.26
O: 0.628 -0.730 -0.715  -0.82
F: -2.079 0.306 0.585  -0.64
F: -0.649 -0.119 2.366  -0.65
Si: -1.105 -0.869 1.087  2.08
H: 0.276 1.297 -1.599  0.16
H: 1.913 0.650 -1.689  0.16
H: 1.228 1.155 -0.138  0.15
H: -1.131 -2.316 1.177  -0.18

Atoms 1-3, force components in eV/Å:
3.53 -0.54 1.44
-2.97 0.70 1.82
-0.25 -1.67 -0.33

For the HOMO energy, the calculation gives -9.11 eV. The calculation puts the gap between HOMO and LUMO at 9.05 eV.

Entry 2:
Formula: C14H12BCl3N2O
Source: OMol25
Level of theory: ωB97M-V/def2-TZVPD

Last column: natural (NBO) charge in e.
CARTESIAN COORDINATES (ANGSTROEM)
Cl: 2.868 -1.696 2.037  -0.23
B: 1.943 -0.142 1.704  0.48
Cl: 1.710 0.876 3.337  -0.33
Cl: 2.916 1.013 0.545  -0.33
O: 0.631 -0.429 1.135  -0.72
C: -0.307 0.597 1.112  0.25
C: -1.692 0.161 1.542  -0.09
C: -2.660 1.145 1.738  -0.20
C: -3.945 0.779 2.144  -0.21
C: -4.241 -0.576 2.347  -0.21
C: -3.262 -1.551 2.171  -0.21
C: -1.972 -1.183 1.782  -0.15
H: 0.029 1.429 1.753  0.23
H: -2.375 2.188 1.581  0.20
H: -4.698 1.552 2.292  0.22
H: -5.249 -0.855 2.651  0.22
H: -3.477 -2.606 2.336  0.22
H: -1.166 -1.904 1.666  0.24
C: -1.380 -0.930 -3.178  -0.20
C: -1.199 -0.650 -1.809  -0.18
C: -0.678 0.595 -1.483  0.10
C: -0.381 1.527 -2.463  0.18
C: -0.545 1.281 -3.820  -0.24
C: -1.044 0.016 -4.170  -0.19
N: 0.070 2.673 -1.800  -0.51
C: 0.058 2.459 -0.478  0.33
N: -0.371 1.230 -0.247  -0.30
H: -1.785 -1.896 -3.490  0.23
H: -1.454 -1.351 -1.012  0.25
H: -0.286 2.062 -4.532  0.23
H: -1.181 -0.241 -5.222  0.23
H: 0.344 3.543 -2.237  0.44
H: 0.426 3.112 0.302  0.26

Atoms 1-3, force components in eV/Å:
-0.32 0.31 -0.19
-0.08 0.40 0.39
0.14 -0.38 -0.28

For the HOMO energy, the calculation gives -9.08 eV. The calculation puts the gap between HOMO and LUMO at 8.55 eV.

Entry 3:
Formula: C5H12N2O
Source: OMol25
Level of theory: ωB97M-V/def2-TZVPD

Last column: Mulliken spin population.
CARTESIAN COORDINATES (ANGSTROEM)
C: -1.191 1.153 -0.112  -0.33
C: -1.901 2.069 -1.093  -0.08
C: -1.002 -0.242 -0.649  0.60
N: -0.302 -1.102 0.145  -0.13
C: 0.526 -0.647 1.271  -0.26
C: 1.861 -0.029 0.890  1.76
N: 2.954 -0.988 0.969  -0.54
O: -1.467 -0.607 -1.720  -0.26
H: -0.224 1.570 0.148  0.25
H: -1.752 1.134 0.822  0.06
H: -2.278 2.972 -0.594  -0.23
H: -1.221 2.412 -1.871  0.02
H: -2.730 1.567 -1.593  0.06
H: 0.029 -1.910 -0.373  0.07
H: -0.101 -0.004 1.894  0.12
H: 0.754 -1.524 1.867  -0.25
H: 2.095 0.836 1.531  -0.30
H: 1.795 0.451 -0.093  1.45
H: 3.047 -1.485 0.089  -0.49
H: 3.833 -0.497 1.117  -0.52

Atoms 1-3, force components in eV/Å:
-0.35 0.55 -0.14
-0.13 0.33 -0.18
-0.07 -0.43 -0.03

The spin multiplicity is 2. Its net charge is -1. As for the expectation value of S²: 0.750. For the HOMO energy (spin up / spin down), the calculation gives 1.11 / -5.77 eV. The calculation puts the gap between HOMO and LUMO (spin up / spin down) at 2.72 / 9.52 eV.

Entry 4:
Formula: CH2S3
Source: OMol25
Level of theory: ωB97M-V/def2-TZVPD

Last column: natural (NBO) charge in e.
CARTESIAN COORDINATES (ANGSTROEM)
C: -0.054 0.007 0.014  -0.54
H: 2.226 0.733 -0.030  0.13
H: -2.221 -0.543 0.337  0.16
S: 1.757 -0.422 -0.087  0.06
S: -1.128 -1.264 -0.123  0.15
S: -0.579 1.490 -0.110  0.04

Atoms 1-3, force components in eV/Å:
2.82 0.41 -0.88
0.68 2.99 0.08
0.88 -0.55 -0.58

For the HOMO energy, the calculation gives -8.83 eV. The calculation puts the gap between HOMO and LUMO at 8.38 eV.

Summary of M in g mol⁻¹
98.1, 341.4, 116.2, 110.2
(order as listed above)